ORCA calculation (ωB97M-V with the def2-TZVPD basis set) on 10 unconnected molecules or ions with the total composition C50H107Br3N10O in a non-equilibrium geometry.

Each line ends with the Mulliken charge.
Geometry (Å):
C1 0.20921 2.02901 -2.84841  0.30
C2 -0.66995 1.13847 -3.70267  -0.47
N1 -2.08049 1.57446 -3.73963  0.37
C3 -2.60083 2.75831 -3.27334  -0.48
C4 -3.93812 2.65111 -3.47328  -0.33
N2 -4.18453 1.44662 -4.08098  0.20
C5 -3.04923 0.75436 -4.20254  -0.61
C6 -5.49992 1.00042 -4.51134  -0.87
H1 1.23370 1.65615 -2.90358  0.19
H2 -0.04507 2.01355 -1.78885  -0.77
H3 0.19762 3.05906 -3.20467  0.45
H4 -0.67257 0.14473 -3.24888  0.39
H5 -0.33726 1.05751 -4.73681  0.54
H6 -2.00123 3.51323 -2.79123  0.22
H7 -4.75835 3.33972 -3.36494  0.55
H8 -2.82639 -0.20783 -4.63427  0.56
H9 -6.22433 1.79736 -4.34849  0.34
H10 -5.81885 0.12360 -3.95399  0.32
H11 -5.50905 0.86962 -5.59203  0.37
C7 0.87519 -1.17126 4.59793  -0.92
C8 2.01602 -1.57233 5.52290  -0.90
N3 1.62161 -1.60712 6.93792  0.17
C9 1.23702 -2.73139 7.61729  -0.27
C10 0.91063 -2.33014 8.88098  -0.42
N4 1.08478 -0.97643 8.95463  0.10
C11 1.51897 -0.55074 7.77043  -0.15
C12 0.65661 -0.09439 10.03563  -0.81
H12 1.06063 -1.19558 3.52671  0.35
H13 0.24432 -0.32580 4.89071  0.43
H14 0.11703 -1.95996 4.70634  0.38
H15 2.85477 -0.87311 5.51413  0.39
H16 2.38895 -2.55508 5.24565  0.31
H17 1.25905 -3.73524 7.22829  0.45
H18 0.57497 -2.90980 9.72439  0.46
H19 1.66699 0.46740 7.45769  0.40
H20 -0.06043 -0.57647 10.68822  0.34
H21 0.17448 0.77067 9.57740  0.34
H22 1.54270 0.32614 10.50880  0.32
C13 -3.07740 6.75090 3.75107  -1.21
C14 -2.68637 5.86506 2.58750  -0.47
N5 -1.28142 5.48311 2.64010  0.35
C15 -0.68974 4.52318 3.40988  -0.69
C16 0.62619 4.50365 3.08242  -0.39
N6 0.82722 5.46813 2.14391  0.27
C17 -0.34982 6.03476 1.84747  -0.24
C18 2.07972 5.86667 1.53440  -0.95
H23 -4.07785 7.17871 3.69618  0.40
H24 -2.48924 7.67529 3.70626  0.35
H25 -2.89201 6.33532 4.74176  0.32
H26 -2.85512 6.49251 1.71292  0.38
H27 -3.27999 4.95540 2.50683  0.24
H28 -1.24083 4.06518 4.21424  0.56
H29 1.41757 3.93882 3.54189  0.51
H30 -0.56612 6.77487 1.09248  0.42
H31 1.99632 6.94140 1.38459  0.37
H32 2.22566 5.41346 0.55280  0.27
H33 2.91875 5.59001 2.16722  0.43
C19 1.76542 -1.90745 -1.50502  -0.69
C20 0.81743 -2.53952 -2.53948  -0.29
C21 1.01071 -2.16759 -4.02152  0.27
C22 2.37617 -2.67363 -4.51625  -1.14
N7 2.70204 -2.27000 -5.94916  0.47
C23 4.12733 -2.77479 -6.34608  -0.43
C24 3.93005 -3.79079 -7.46655  -0.67
C25 2.63798 -3.35698 -8.13260  -0.53
C26 1.82071 -3.11655 -6.86198  -0.78
C27 2.53515 -0.79638 -6.19142  -1.06
H34 1.64319 -2.43395 -0.55647  0.23
H35 1.56600 -0.85288 -1.28793  -0.24
H36 2.80095 -2.00888 -1.83576  0.57
H37 -0.19227 -2.38019 -2.16153  -0.05
H38 0.97960 -3.61924 -2.48928  0.50
H39 0.82722 -1.10191 -4.15316  -0.20
H40 0.25405 -2.70182 -4.59966  0.43
H41 2.38134 -3.75786 -4.59817  0.25
H42 3.19601 -2.36215 -3.87206  0.42
H43 4.63682 -1.91087 -6.77080  0.34
H44 4.62979 -3.09319 -5.43859  0.31
H45 4.80779 -3.75760 -8.11458  0.38
H46 3.94135 -4.80096 -7.05306  0.32
H47 2.83256 -2.42789 -8.66658  0.30
H48 2.09125 -4.10286 -8.70230  0.39
H49 0.91011 -2.58709 -7.14679  0.25
H50 1.56195 -4.06717 -6.40589  0.52
H51 2.99187 -0.58781 -7.15318  0.51
H52 3.01685 -0.28405 -5.36262  0.34
H53 1.48016 -0.54051 -6.20184  0.31
C28 2.87690 2.06244 0.06499  -0.38
C29 3.98080 1.31634 -0.67488  -0.44
C30 5.40114 1.47757 -0.14000  -0.83
C31 5.81276 2.83776 0.41744  -1.12
N8 7.30422 3.05302 0.63739  0.45
C32 8.09378 3.16742 -0.66807  -0.37
C33 8.84418 4.52314 -0.60334  -0.71
C34 8.83741 4.82264 0.90312  -0.64
C35 7.48315 4.38731 1.37704  -0.61
C36 7.81711 1.86395 1.39916  -1.14
H54 2.93361 3.13913 -0.10305  0.16
H55 2.82500 1.85016 1.13576  0.46
H56 1.93006 1.75931 -0.38648  -0.36
H57 3.96383 1.49837 -1.75388  0.37
H58 3.74425 0.24822 -0.71946  0.17
H59 6.15759 1.14274 -0.85356  0.45
H60 5.52376 0.80400 0.71637  0.39
H61 5.29693 3.09086 1.34340  0.51
H62 5.62235 3.65229 -0.28945  0.47
H63 8.69074 2.28497 -0.87613  0.39
H64 7.42940 3.27421 -1.52665  0.27
H65 9.86073 4.47801 -0.98180  0.36
H66 8.26972 5.28494 -1.12449  0.35
H67 9.63314 4.33244 1.46589  0.33
H68 8.98109 5.87667 1.15242  0.42
H69 7.51832 4.09570 2.42694  0.29
H70 6.70633 5.13016 1.21588  0.42
H71 8.87662 2.00469 1.61554  0.42
H72 7.82445 0.99835 0.74107  0.44
H73 7.25078 1.65342 2.30069  0.36
C37 -7.30208 -1.08801 -0.43982  -1.00
C38 -7.78984 -2.21472 0.44781  -0.79
C39 -7.32866 -3.61982 0.05418  -0.55
C40 -5.85818 -3.81987 0.37538  -0.39
N9 -5.30893 -5.22946 0.22030  0.35
C41 -5.96152 -6.16361 1.22170  -0.53
C42 -4.99548 -6.22201 2.45496  -0.75
C43 -3.79344 -5.37372 2.08586  -0.35
C44 -3.83327 -5.30089 0.57231  -0.52
C45 -5.57953 -5.74805 -1.16417  -1.01
H74 -7.80605 -1.03226 -1.40334  0.36
H75 -6.22259 -1.05636 -0.63211  0.10
H76 -7.46252 -0.12594 0.05759  0.38
H77 -8.87584 -2.11969 0.48831  0.35
H78 -7.50585 -2.09477 1.49877  0.36
H79 -7.29772 -3.79724 -1.02701  0.47
H80 -8.00895 -4.37327 0.45026  0.40
H81 -5.57096 -3.53552 1.39354  0.40
H82 -5.24102 -3.18458 -0.26356  -0.16
H83 -5.92412 -7.17365 0.81641  0.47
H84 -7.00589 -5.92797 1.39267  0.30
H85 -4.69090 -7.26110 2.58692  0.27
H86 -5.57537 -6.02591 3.35577  0.36
H87 -2.85872 -5.80077 2.44209  0.65
H88 -3.88519 -4.39540 2.56448  0.00
H89 -3.48473 -6.25226 0.17652  0.41
H90 -3.29257 -4.45329 0.16003  0.21
H91 -5.33560 -4.97838 -1.88856  0.20
H92 -6.63159 -6.02108 -1.12269  0.53
H93 -5.00327 -6.65644 -1.31818  0.41
C46 -2.96542 -1.69235 0.81178  -0.65
N10 -2.26658 -0.36533 1.02595  0.83
C47 -2.62244 0.21935 2.35094  -0.95
C48 -0.77245 -0.60322 0.92331  0.08
C49 -2.68289 0.54781 -0.09213  -0.28
C50 -2.32686 2.00975 -0.02829  -0.53
O1 -0.94760 2.26856 -0.23320  0.02
H94 -2.66794 -2.07534 -0.16293  -0.28
H95 -4.01620 -1.41123 0.82008  0.47
H96 -2.63944 -2.36000 1.60758  0.38
H97 -3.66815 0.51679 2.30725  0.31
H98 -1.97145 1.07481 2.51167  0.31
H99 -2.47552 -0.50415 3.14932  0.28
H100 -0.62623 -0.82865 -0.13078  -0.17
H101 -0.51679 -1.50806 1.47962  -0.27
H102 -0.21905 0.27636 1.23706  0.34
H103 -3.77731 0.57471 -0.08582  0.11
H104 -2.39277 0.07039 -1.02615  0.23
H105 -2.83170 2.57029 0.76847  0.23
H106 -2.83191 2.47897 -0.88423  0.19
H107 -0.93320 3.21347 -0.52508  -0.54
Br1 0.09585 -4.22747 1.77705  -0.77
Br2 -0.42590 5.08824 -1.78374  -0.67
Br3 -3.43160 -2.60059 -2.78574  -0.68

Atomic forces in eV per Å
0.45 0.00 -0.61
-0.07 -0.22 0.63
0.34 -0.94 0.09
-0.38 -0.72 -0.18
-0.27 0.30 -0.50
-0.06 -0.83 -0.02
0.61 1.93 0.32
-0.62 0.32 -0.33
0.12 -0.03 -0.27
-0.13 -0.13 -0.72
0.15 -0.14 0.08
-0.15 -0.14 -0.24
0.14 0.10 0.00
0.15 0.27 -0.14
0.16 0.13 0.24
-0.55 -0.16 0.12
0.17 0.06 0.29
0.16 -0.17 -0.20
0.13 -0.46 0.09
-1.75 -1.13 0.50
0.47 1.02 -0.23
-0.32 0.10 0.43
-0.03 0.11 0.93
-0.05 -0.52 -0.07
-0.29 -0.05 -0.69
-0.13 -0.74 -0.81
0.39 1.11 -0.40
0.58 0.20 0.12
0.84 0.57 0.05
0.20 -0.27 -0.18
0.03 -0.08 -0.35
-0.01 -0.02 0.09
0.03 0.13 -0.27
0.01 0.04 -0.01
0.10 0.07 0.19
0.30 -0.18 0.16
-0.24 -0.17 0.02
-0.14 -0.43 0.55
0.49 1.03 0.61
-0.90 0.51 0.26
0.68 0.57 -1.22
-0.23 0.10 0.42
-0.14 -0.22 0.76
-0.56 0.23 -0.64
-0.25 -0.62 0.69
0.20 0.26 -0.63
-0.28 -0.71 -0.13
0.31 -0.22 -0.01
-0.22 -0.22 -0.08
0.24 -0.49 -0.37
-0.02 0.05 0.00
0.10 -0.27 -0.15
0.12 0.05 -0.18
0.26 -0.03 -0.06
0.49 -0.01 0.09
-0.32 -0.13 0.03
-0.13 0.23 0.21
0.01 -0.11 -0.34
0.47 -0.34 0.49
-0.07 -0.45 0.34
-0.19 0.56 -0.32
-0.30 -1.17 0.01
-0.47 0.94 -0.19
1.22 -0.58 0.09
0.06 -0.26 1.57
-0.67 1.23 -1.54
0.08 -0.78 0.10
0.09 -0.13 -0.02
-0.05 0.10 -0.33
0.12 0.10 0.27
-0.29 -0.02 -0.59
-0.16 -0.06 0.19
0.42 0.06 -0.18
-0.21 0.15 0.04
-0.01 -0.07 0.57
0.05 0.17 -0.12
0.08 0.09 0.31
0.06 -0.20 -0.11
-0.11 0.07 -0.09
-0.49 -0.05 -0.12
-0.39 -0.10 -0.33
0.42 0.05 -0.45
-0.08 0.11 0.60
0.15 0.09 0.28
-0.02 0.32 0.07
0.20 0.17 -0.19
0.00 -0.08 -0.06
-0.22 -0.03 -0.65
0.11 -0.40 -0.54
0.79 -0.40 1.15
-0.11 1.14 -1.37
-1.11 -0.90 -0.15
-0.20 1.16 -1.05
0.10 -0.57 1.25
0.48 1.17 0.19
1.19 -1.36 0.81
1.14 0.11 -0.20
0.10 0.06 0.16
0.17 -0.06 -0.04
-0.11 0.06 0.22
-0.06 0.83 0.09
0.13 -0.05 0.61
-0.20 0.06 -0.25
-0.15 -0.21 -0.15
0.15 -0.16 0.11
-0.54 -0.14 0.00
0.19 0.02 0.54
-0.47 -0.42 0.33
-0.08 -0.04 -0.23
0.11 0.01 -0.15
-0.02 -0.36 -0.27
-0.02 0.03 -0.30
-0.29 0.31 0.09
-0.28 -0.43 -0.50
-0.12 0.32 0.32
-0.41 0.05 -0.01
-0.12 0.27 0.00
0.71 0.99 0.27
-0.15 -0.21 0.17
0.35 -0.34 -1.06
0.98 -0.02 1.00
-0.42 -0.24 -0.09
1.22 -0.89 0.47
-1.26 -0.81 -0.32
-0.15 0.51 0.72
-0.26 0.11 0.47
-0.32 0.01 0.67
-0.06 -0.25 0.01
0.01 -0.52 -0.10
-0.36 -0.06 -0.02
-0.05 -0.45 -0.19
0.24 0.33 -0.06
-0.83 0.44 -0.09
0.22 -0.01 0.32
-0.39 -0.08 0.12
-0.07 -0.16 -0.33
-0.21 0.19 -0.50
0.13 0.36 0.09
0.03 0.00 -0.17
0.46 0.65 0.15
0.07 0.06 -0.15
0.16 0.12 -0.23
0.16 0.16 -0.26
-0.01 -0.15 -0.34
0.00 0.00 -0.17
-0.04 0.13 -0.65
0.11 0.10 -0.02
0.31 0.95 0.23
0.91 -0.04 0.01
0.04 -0.05 -0.36
-0.58 -0.46 -0.22
-1.07 0.40 0.13
0.09 0.59 -1.20
-0.85 0.30 1.64
-0.14 -0.06 -0.12
-0.17 -0.56 0.07
-0.16 -0.10 0.00
0.00 0.07 0.14
-0.13 0.11 0.06
0.07 -0.17 -0.17
0.39 0.08 0.03
0.04 -0.02 0.16
-0.10 0.10 -0.10
-0.04 -0.39 0.02
0.19 -0.02 -0.01
0.59 -0.35 0.73
-0.27 -0.54 -0.05
0.65 0.04 -0.14
-0.27 0.62 0.05
-0.08 0.32 0.88
0.09 0.41 0.27

HOMO level (eV): -13.7
Kohn-Sham gap (eV): 6.42
Net charge: +4
LUMO (eV): -7.3
2S+1: 1